Entry 1:
Here is one molecule with the formula C27H33NO8 at a distorted geometry from the Open Molecules 2025 dataset. Energies are from the ωB97M-V functional and the def2-TZVPD basis.

Output
**Relative energy (zero: lowest compared OMol25 entry of this formula, charge and spin)**: 3.19 kcal/mol
**Energy**: -46403.305 eV
**Highest occupied orbital energy**: -7.7 eV
**Frontier orbital gap**: 8.1 eV

```
! RIJCOSX wB97M-V def2-TZVPD def2/J DEFGRID3
* xyz 0 1
O -3.35 -1.60 -2.29
O -2.37 1.99 -3.86
O -3.27 3.35 0.65
O -3.88 3.43 -2.13
O 1.68 -0.24 2.20
O -1.76 -1.27 -0.80
O -1.45 -3.80 3.18
O 2.34 -2.24 -0.21
N 3.65 -0.43 -0.46
C -2.08 1.97 -2.52
C -0.05 -0.74 0.72
C 5.90 -1.49 -0.59
C 4.33 0.97 -2.42
C -1.63 -2.53 1.22
C -1.40 1.89 0.15
C -2.84 2.72 -1.60
C -0.64 1.17 -0.77
C -3.39 -2.97 -0.37
C -0.99 1.22 -2.10
C 2.48 -1.10 -0.63
C 0.61 -1.02 1.92
C -3.60 1.37 -4.21
C -2.88 -1.93 -1.23
C 0.49 0.32 -0.22
C 2.49 -0.56 3.31
C -0.94 -2.80 2.43
C 3.91 0.91 -0.95
C -2.93 3.32 2.01
C -4.31 4.62 -1.51
C -0.77 -4.17 4.36
C -2.49 2.65 -0.24
C -1.15 -1.52 0.38
C 4.71 -1.08 0.28
C 0.16 -2.04 2.76
C -2.78 -3.27 0.80
C 1.33 -0.37 -1.30
H 1.14 0.97 0.37
H 5.05 -0.42 1.08
H -4.45 1.93 -3.82
H -1.13 1.83 1.19
H 0.72 -1.12 -1.80
H 5.56 -2.08 -1.43
H 4.45 2.01 -2.72
H 4.71 1.33 -0.33
H 3.31 0.15 3.29
H -4.92 4.42 -0.62
H 4.27 -1.98 0.72
H -3.63 0.34 -3.83
H 1.95 -0.45 4.26
H 6.44 -0.62 -0.96
H 5.26 0.45 -2.58
H 0.25 -4.48 4.16
H 1.67 0.36 -2.04
H -0.77 -3.35 5.09
H -4.90 5.14 -2.26
H 0.70 -2.24 3.67
H 3.57 0.51 -3.06
H -3.46 5.25 -1.23
H -4.26 -3.50 -0.72
H -3.68 3.94 2.50
H 2.88 -1.58 3.23
H 6.59 -2.09 0.00
H -3.63 1.36 -5.30
H -3.14 -4.05 1.45
H -2.98 2.31 2.42
H -1.33 -5.01 4.77
H -0.47 0.66 -2.85
H -1.94 3.74 2.19
H 3.02 1.54 -0.80
*
```

Entry 2:
Here is C27H34AlAsSe4SiTe as an isolated structure from the Open Molecules 2025 dataset. Energies are from the ωB97M-V functional and the def2-TZVPD basis.

Output
**Relative energy (zero: lowest compared OMol25 entry of this formula, charge and spin)**: 0.00 kcal/mol
**Energy**: -372548.889 eV
**Highest occupied orbital energy**: -0.7 eV
**Frontier orbital gap**: 5.1 eV

```
! RIJCOSX wB97M-V def2-TZVPD def2/J DEFGRID3
* xyz -2 1
Te -3.40 -0.70 -0.08
Se -3.81 4.86 -0.60
Se -1.43 2.58 -1.80
Se -4.07 3.17 1.00
Se -3.43 3.56 -2.49
As -0.19 -0.78 -1.34
Si -0.56 2.13 2.01
Al -2.28 1.48 0.30
C -1.86 -3.46 -3.99
C -2.60 1.31 3.78
C -0.57 -4.89 -1.57
C -0.68 3.97 2.36
C 2.26 2.46 2.64
C -2.41 -1.31 -4.93
C -0.54 2.06 4.94
C 2.95 0.31 -4.00
C 4.07 -0.39 -3.55
C -0.59 -3.52 -1.78
C -0.61 -0.16 3.80
C -1.17 -1.44 -2.89
C -2.45 -2.70 -4.99
C 0.00 -5.40 -0.41
C 1.72 0.13 -3.38
C -1.77 -0.67 -3.87
C 1.58 2.53 0.25
C 1.71 0.38 1.43
C 1.32 1.85 1.60
C -1.06 1.31 3.71
C 0.53 -3.17 0.34
C -0.04 -2.66 -0.82
C -1.22 -2.83 -2.93
C 1.57 -0.77 -2.32
C 2.70 -1.45 -1.88
C 3.94 -1.27 -2.48
C 0.55 -4.55 0.54
H 3.31 2.30 2.34
H 4.80 -1.82 -2.12
H 2.61 -2.15 -1.05
H 5.03 -0.24 -4.02
H 0.00 4.29 3.15
H -0.90 3.10 4.95
H 2.11 3.54 2.74
H 1.01 -0.14 0.77
H 0.55 2.09 4.98
H -0.90 1.58 5.85
H -0.47 4.55 1.45
H -3.05 0.72 2.98
H -1.76 0.41 -3.79
H -1.13 -0.65 4.63
H -1.71 4.22 2.64
H 1.05 2.03 -0.56
H 0.46 -0.25 3.98
H 0.98 -4.95 1.45
H -2.89 -0.72 -5.70
H 1.28 3.58 0.24
H 2.13 2.02 3.63
H 0.01 -6.48 -0.24
H 1.74 -0.16 2.37
H 2.71 0.30 0.97
H -2.92 0.88 4.74
H 0.87 0.70 -3.72
H -1.91 -4.54 -4.04
H 0.93 -2.51 1.09
H -0.86 -0.72 2.89
H -0.99 -5.56 -2.30
H 3.05 1.01 -4.82
H -2.97 -3.19 -5.81
H 2.66 2.49 0.01
H -3.00 2.33 3.72
*
```

Entry 3:
Here is C27H34BrF12N9O6S3SbSn as an isolated structure at a distorted geometry from the Open Molecules 2025 dataset. Energies are from the ωB97M-V functional and the def2-TZVPD basis.

Output
**Relative energy (zero: lowest compared OMol25 entry of this formula, charge and spin)**: 37.04 kcal/mol
**Energy**: -201774.719 eV
**Highest occupied orbital energy (alpha / beta)**: -8.1 / -8.1 eV
**Frontier orbital gap (alpha / beta)**: 8.0 / 4.4 eV

```
! RIJCOSX wB97M-V def2-TZVPD def2/J DEFGRID3
* xyz 0 2
Sb 0.78 -2.46 2.72
Sn -0.60 -0.83 -0.11
Br 0.16 3.15 -0.26
S -3.42 0.36 -1.45
S 0.20 -2.71 -1.68
S -1.71 -0.16 -3.41
F -0.20 -2.94 4.27
F 0.12 -4.21 2.19
F -5.02 0.30 -3.57
F -1.00 -2.23 1.54
F -0.01 -0.67 3.08
F -0.54 -1.42 -5.34
F 2.06 -1.80 3.95
F -1.83 -2.71 -4.16
F -5.97 0.91 -1.74
F 2.36 -3.48 2.23
F -4.67 2.28 -2.77
F -2.69 -1.29 -5.54
O -4.02 -0.17 -0.24
O 1.39 -1.33 1.14
O -2.22 0.98 -4.11
O -2.52 1.47 -1.26
O -0.36 -0.10 -2.86
O 1.93 1.20 2.43
N -2.73 -0.80 -2.31
N -3.56 0.77 3.79
N -1.95 2.50 4.32
N 1.50 -4.66 -0.51
N -1.93 1.44 2.23
N -3.72 2.92 2.71
N 1.82 0.58 -0.64
N 2.68 -0.44 -0.52
N -0.78 -4.87 -0.40
C 2.73 -1.15 0.76
C 1.12 2.56 -1.80
C -2.88 3.49 3.77
C 4.09 1.35 3.33
C -4.46 1.78 3.26
C 1.64 2.97 -4.22
C 1.77 -5.90 0.21
C 5.39 0.90 3.45
C 4.91 -0.88 1.92
C -2.72 1.36 4.84
C 2.58 1.49 -5.88
C 2.66 3.86 -6.22
C -1.05 2.03 3.27
C 0.98 3.25 -2.93
C 0.29 -4.17 -0.75
C 2.96 2.58 -6.65
C 1.92 1.68 -4.68
C -2.16 -4.40 -0.47
C -2.85 2.45 1.65
C 3.19 0.69 2.50
C 3.60 -0.43 1.78
C 2.02 1.43 -1.57
C -2.70 0.26 2.74
C -1.70 -1.50 -4.69
C -4.86 1.01 -2.47
C 2.00 4.05 -5.02
C 5.81 -0.22 2.75
H -2.32 4.33 3.38
H 3.73 2.20 3.89
H 3.20 -2.11 0.55
H 1.28 -6.74 -0.29
H -3.37 1.72 5.64
H 1.76 5.06 -4.69
H 2.94 4.72 -6.82
H 1.56 0.83 -4.12
H 5.22 -1.77 1.38
H -0.62 -5.60 0.28
H 1.35 0.54 2.03
H 6.08 1.42 4.10
H 2.84 -6.06 0.19
H 3.57 -0.39 -1.00
H -2.45 -4.00 0.51
H 6.83 -0.59 2.84
H 2.26 -4.04 -0.71
H -2.81 -5.23 -0.74
H 2.88 1.35 -2.24
H 3.48 2.42 -7.59
H -0.37 1.28 3.64
H -5.11 2.14 4.06
H -2.27 3.27 1.24
H -2.24 -3.61 -1.22
H -2.00 -0.47 3.13
H -3.53 3.84 4.58
H -0.49 2.86 2.84
H -3.42 1.99 0.85
H -3.28 -0.16 1.92
H 0.35 4.13 -2.91
H 1.45 -5.82 1.24
H -5.07 1.34 2.47
H -2.04 0.61 5.23
H 2.78 0.48 -6.23
*
```

Question: Which of these has the highest energy?
Answer: C27H33NO8